(1)
Molecular formula: C15H31IMoP2
Method: DFT, ωB97M-V with the def2-TZVPD basis set

Cartesian coordinates (Å):
P -1.3489 2.1385 1.2557
P -2.5269 0.6166 -1.2937
C -2.7566 2.9323 0.3241
C -3.5844 1.9153 -0.4720
H -2.3163 3.6669 -0.3617
H -3.3916 3.4860 1.0294
H -4.2728 1.3914 0.2027
H -4.1959 2.4196 -1.2329
C -2.3937 1.3633 -2.9885
H -1.9522 0.6304 -3.6715
H -1.7304 2.2332 -2.9612
H -3.3711 1.6710 -3.3808
C -3.8500 -0.6380 -1.6407
H -4.7184 -0.1947 -2.1437
H -4.1779 -1.0917 -0.6999
H -3.4424 -1.4334 -2.2730
C -0.3479 3.6641 1.5959
H 0.4680 3.4198 2.2837
H -0.9537 4.4665 2.0349
H 0.0961 4.0244 0.6625
C -2.1541 1.9518 2.9183
H -2.9012 1.1531 2.8826
H -2.6382 2.8798 3.2478
H -1.3969 1.6657 3.6555
Mo 3.2366 -2.6713 -0.0390
C 1.1348 -2.8668 -0.7500
C 1.7694 -1.9641 -1.5973
C 1.6104 -0.4537 -1.5367
C 2.6958 0.2417 -0.6792
C 3.0946 -0.5304 0.5588
C 2.2408 -1.2431 1.3943
C 0.7293 -1.3034 1.2473
C 0.2431 -2.5191 0.4212
C 4.9465 -2.9438 1.1090
H 1.0686 -3.9005 -1.0837
H 2.1826 -2.3621 -2.5211
H 0.6131 -0.2024 -1.1655
H 1.6677 -0.0558 -2.5552
H 3.5976 0.3686 -1.2879
H 2.3612 1.2541 -0.4057
H 4.0877 -0.3009 0.9407
H 2.6372 -1.5486 2.3598
H 0.3645 -0.3722 0.8052
H 0.2838 -1.3640 2.2457
H 0.2072 -3.3974 1.0746
H -0.7881 -2.3463 0.0768
H 5.0938 -3.9997 1.3578
H 4.9082 -2.3606 2.0381
H 5.8160 -2.6120 0.5269
I 4.0553 -4.8781 -1.5082

Results
Multiplicity: 3
Charge: +2
Gap between HOMO and LUMO (spin up / spin down): 6.17 / 4.93 eV
LUMO (spin up / spin down): -8.322 / -9.490 eV

=====

(2)
Molecular formula: C15H31INOS4Si3Zr
Method: DFT, ωB97M-V with the def2-TZVPD basis set

Cartesian coordinates (Å):
Zr -0.3725 1.3349 0.0412
S -0.2362 3.1804 1.8080
S -0.5569 4.4960 0.2555
S -2.1361 3.8068 -0.9089
S -1.3867 2.2982 -2.0725
C 2.2612 3.1090 -0.4978
O 1.5694 1.8669 -0.4444
Si 2.3823 0.4132 0.2056
C 2.8758 1.0252 1.9484
C 3.9556 0.0321 -0.8009
C 0.7776 -0.5475 -0.0380
Si 0.5373 -1.1349 -1.8402
C 1.3681 -2.8254 -2.1296
C 1.1748 0.1527 -3.1151
C -1.3222 -1.2716 -2.2876
Si 0.3084 -1.6673 1.4158
C -1.0540 -2.9659 1.0550
C 1.8442 -2.6244 2.0175
C -0.4138 -0.4459 2.7346
H 3.2830 2.9475 -0.8429
H 2.2952 3.5678 0.4990
H 1.7540 3.7812 -1.1997
H 3.6135 1.8214 1.8710
H 3.3307 0.2450 2.5452
H 2.0286 1.4273 2.5057
H 4.7486 0.7591 -0.6362
H 3.7551 -0.0112 -1.8669
H 4.3423 -0.9363 -0.5008
H 2.4093 -2.8166 -1.8304
H 1.3290 -3.1045 -3.1768
H 0.8751 -3.6077 -1.5639
H 2.1247 -0.1470 -3.5440
H 1.3001 1.1457 -2.6844
H 0.4751 0.2537 -3.9400
H -1.8621 -2.0265 -1.7279
H -1.4011 -1.5698 -3.3280
H -1.8286 -0.3062 -2.2084
H -1.0584 -3.2979 0.0243
H -2.0513 -2.6078 1.2946
H -0.8853 -3.8520 1.6576
H 2.3717 -3.0509 1.1699
H 1.5711 -3.4394 2.6777
H 2.5445 -1.9949 2.5548
H -1.5042 -0.4413 2.7168
H -0.0760 0.5893 2.5964
H -0.1355 -0.7345 3.7452
I -5.2456 -1.9885 -0.6873
C -4.4219 -0.2023 0.0573
C -5.2289 0.8856 0.3885
C -4.6251 1.9905 0.9597
C -3.2423 2.0118 1.1001
N -2.4556 0.9944 0.7069
C -3.0525 -0.1058 0.2272
H -6.2949 0.8537 0.2152
H -5.2144 2.8349 1.2877
H -2.7509 2.8364 1.6041
H -2.3948 -0.9342 -0.0135

Results
Multiplicity: 1
Charge: +1
Gap between HOMO and LUMO: 7.61 eV
LUMO: -3.685 eV

=====

(3)
Molecular formula: C15H31N2O2PPdSi
Method: DFT, ωB97M-V with the def2-TZVPD basis set

Cartesian coordinates (Å):
Pd 1.8278 1.3987 0.3442
Si 2.6884 0.1016 -1.5747
P -2.5439 -1.1307 -1.6668
N 2.1690 -0.4975 -0.0307
H -2.7891 0.1767 -1.1371
C -4.0304 -2.0987 -1.4626
H -4.1723 -2.7504 -2.3364
H -4.8802 -1.4071 -1.3726
H -3.9592 -2.7098 -0.5491
C -2.1451 -0.9842 -3.4100
H -2.5393 -1.8629 -3.9430
H -1.0587 -0.9138 -3.5620
H -2.6197 -0.0788 -3.8138
C -1.1715 -1.8858 -0.7860
H -0.6814 -2.6456 -1.4181
H -1.5541 -2.3604 0.1274
H -0.4410 -1.1166 -0.5024
C 1.7111 1.4411 -2.4269
H 0.9639 1.9335 -1.7772
H 1.2051 0.9459 -3.2612
H 2.4169 2.1870 -2.8117
H 4.1450 0.4108 -1.6998
H 2.4702 -1.0904 -2.4429
C 2.6962 -1.4132 0.8421
C 2.4251 -3.0112 2.6585
C 1.8776 -2.0377 1.8203
C 4.0697 -1.7661 0.7486
C 4.5976 -2.7231 1.6059
C 3.7781 -3.3605 2.5503
H 1.7843 -3.4960 3.4001
H 0.8276 -1.7436 1.8701
H 4.6930 -1.2560 0.0076
H 5.6581 -2.9738 1.5429
H 4.1938 -4.1236 3.2079
C -1.9595 1.7908 -0.5941
O -0.7921 1.3878 -0.3774
C -2.9299 1.9466 0.5511
H -3.9425 2.1800 0.1918
H -2.5893 2.7720 1.1932
H -2.9481 1.0313 1.1539
C -2.3596 2.4419 -1.8882
H -3.4417 2.3509 -2.0626
H -1.8139 2.0057 -2.7259
H -2.1171 3.5122 -1.8299
C 0.2396 1.2820 2.9858
C 0.6146 2.6784 2.6314
N 0.3115 3.6482 3.5076
O 1.2078 3.0291 1.5567
H 0.8541 0.9410 3.8328
H 0.3993 0.6014 2.1308
H -0.8138 1.2321 3.2881
H 0.5942 4.6014 3.3307
H -0.1262 3.4096 4.3835

Results
Multiplicity: 5
Charge: 0
Gap between HOMO and LUMO (spin up / spin down): 2.87 / 6.60 eV
LUMO (spin up / spin down): 0.245 / -1.037 eV

=====

(4)
Molecular formula: C15H31N3O4S
Method: DFT, ωB97M-V with the def2-TZVPD basis set

Cartesian coordinates (Å):
C 1.8436 -2.3531 2.2135
C 2.2288 -1.3132 1.1350
C 2.1499 -1.9535 -0.2532
C 1.5054 0.0467 1.2811
C 0.3964 0.4060 0.2920
C -1.0336 -0.0046 0.6751
N -1.6967 0.9293 1.5410
C -1.2413 -1.4141 1.2280
C -1.3965 -2.3185 0.0135
S -2.9883 -3.2312 0.0632
C -1.5679 -1.2948 -1.1122
O -1.4986 -1.5074 -2.3148
O -1.7744 -0.0707 -0.5768
H 1.0861 -3.0290 1.8281
H 1.3943 -1.8496 3.0656
H 2.7179 -2.9052 2.5298
H 3.2830 -1.1087 1.3039
H 1.1702 -1.8985 -0.7120
H 2.3961 -3.0089 -0.1703
H 2.8647 -1.5344 -0.9544
H 1.1089 0.1445 2.2907
H 2.2574 0.8257 1.1987
H 0.3612 1.4939 0.2482
H 0.6176 0.0941 -0.7228
H -1.1928 0.9754 2.4183
H -1.7024 1.8428 1.1089
H -0.6169 -1.7465 2.0449
H -2.2354 -1.3754 1.6704
H -0.6032 -3.0223 -0.1859
H -3.2565 -3.1732 -1.2453
C -2.4299 4.8222 4.8208
N -1.2767 4.1065 4.3103
C -0.1902 4.8520 3.6943
C -1.1742 2.7719 4.3861
O -0.2245 2.1314 3.9677
H -2.9188 5.3748 4.0168
H -2.1258 5.5251 5.5983
H -3.1425 4.1186 5.2445
H -0.0478 4.5282 2.6632
H 0.7401 4.6775 4.2346
H -0.4265 5.9122 3.7116
H -2.0428 2.2937 4.8667
C 0.9825 -1.2831 -7.3234
N 1.0080 -1.5649 -5.9040
C -0.0609 -1.0557 -5.0551
C 1.9927 -2.2839 -5.3364
O 2.0693 -2.5401 -4.1513
H 1.0052 -0.2052 -7.4981
H 0.0773 -1.6928 -7.7766
H 1.8480 -1.7328 -7.8055
H 0.3531 -0.4091 -4.2820
H -0.5770 -1.8759 -4.5627
H -0.7672 -0.4918 -5.6589
H 2.7516 -2.6241 -6.0629

Results
Multiplicity: 1
SMILES string: CC(C)CC[C@]1(N)C[C@@H](S)C(=O)O1.CN(C)C=O.CN(C)C=O
Charge: 0
Gap between HOMO and LUMO: 9.55 eV
LUMO: 0.573 eV

=====

Looking at energy relative to the best compared isomer or geometry (same formula, charge and spin) for the records above, in order, we have 0.00; 23.93; 35.44; 0.00 kcal/mol.